Model i:
# C5H4FNO

The molecule C5H4FNO (ωB97M-V/def2-TZVPD, the OMol25 dataset).

Geometry as XYZ:
```
12
Properties=species:S:1:pos:R:3:mulliken_charge:R:1
F -1.35499 1.22232 -0.03457 -0.322
O -0.38307 -0.97140 -1.88989 -0.501
N 1.96562 1.79577 0.25771 -0.387
C -0.17520 -0.84112 -0.71987 0.036
C -0.23028 0.38743 0.17118 1.334
C 0.98413 1.17733 0.22874 -0.081
C 0.12157 -1.76167 0.45156 -0.365
C -0.36509 -0.61544 1.33994 -0.886
H 0.20085 -0.39263 2.25618 0.338
H -0.44973 -2.68876 0.52672 0.292
H 1.17168 -2.10573 0.46888 0.258
H -1.43349 -0.69211 1.54520 0.284
```

For the HOMO-LUMO gap, the calculation gives 10.5 eV. As for the SMILES: N#C[C@]1(F)CCC1=O. The molar mass is 113.09 g mol⁻¹. As for the spin multiplicity: 1. As for the HOMO energy: -0.3930 Ha.

***

Model ii:
# C5H4FNO

The molecule C5H4FNO (ωB97M-V/def2-TZVPD, the OMol25 dataset).

Geometry as XYZ:
```
12
Properties=species:S:1:pos:R:3:mulliken_charge:R:1
F -2.86592 -1.06865 0.00369 -0.267
O -2.45116 1.82000 -0.00215 -0.456
N -0.15192 1.33912 0.00222 -0.593
C -0.46544 -1.01012 -0.00614 -0.644
C 1.93402 0.07859 -0.00616 -1.020
C -1.54503 1.03706 -0.00364 0.327
C 0.44268 0.18963 0.00163 0.806
C -1.68840 -0.48883 -0.00611 0.599
H 2.25424 -0.96185 0.00400 0.295
H 2.31609 0.56357 -0.87135 0.308
H 2.35421 0.56152 0.88346 0.297
H -0.13337 -2.06003 0.00054 0.346
```

For the HOMO-LUMO gap, the calculation gives 9.2 eV. As for the SMILES: CC1=NC(=O)C(F)=C1. The molar mass is 113.09 g mol⁻¹. As for the spin multiplicity: 1. As for the HOMO energy: -0.3760 Ha.

***

Unit: hartree. Relative energies: model i 0.0207; model ii 0.0000.